# C17H20ClN5O

One molecule with the formula C17H20ClN5O (wB97M-V/def2-TZVPD, the OMol25 dataset).

Each line ends with the Mulliken charge.
Positions of all 44 atoms, in Å:
C (4.19896, 1.98372, 0.33360)  -1.505
H (3.53488, 2.77101, -0.01164)  0.370
H (5.22067, 2.34741, 0.25942)  0.473
H (3.96821, 1.78228, 1.37595)  0.342
C (4.03790, 0.69377, -0.47680)  0.542
N (2.65258, 0.23332, -0.33525)  0.396
C (1.73807, 1.00165, -1.16314)  -0.959
C (0.41268, 1.12358, -0.50390)  0.928
N (-0.74835, 0.86988, -1.02309)  -0.560
C (-1.61049, 1.10595, 0.00969)  0.119
N (-0.99498, 1.50961, 1.09367)  -0.704
O (0.32479, 1.53886, 0.76327)  -0.100
C (-3.03650, 0.87102, -0.08270)  0.154
C (-3.54654, 0.18988, -1.18516)  -0.139
C (-4.89933, -0.07358, -1.27124)  -0.878
C (-5.74073, 0.34805, -0.25216)  0.472
C (-5.24517, 1.02751, 0.85218)  -0.748
C (-3.89179, 1.28642, 0.93605)  -0.236
H (-3.48173, 1.81179, 1.78424)  0.498
H (-5.91655, 1.34699, 1.63375)  0.422
Cl (-7.43371, 0.02128, -0.35568)  -0.219
H (-5.30300, -0.60398, -2.11913)  0.416
H (-2.86641, -0.13811, -1.95443)  0.459
H (1.57367, 0.54678, -2.15354)  0.236
H (2.13170, 2.00976, -1.30981)  0.569
C (2.41809, -1.19585, -0.51071)  -1.294
C (1.00415, -1.55024, -0.18819)  0.583
C (0.36120, -1.44803, 1.03101)  -0.555
N (-0.91067, -1.84772, 0.84352)  0.842
N (-1.13018, -2.21665, -0.41372)  -0.892
C (0.01187, -2.04593, -1.05025)  -0.710
H (0.08968, -2.27421, -2.09438)  0.457
C (-1.96362, -1.88791, 1.81627)  -0.920
H (-1.75963, -2.64663, 2.57513)  0.339
H (-2.06847, -0.91464, 2.29916)  0.376
H (-2.88642, -2.13496, 1.29549)  0.294
H (0.71522, -1.10435, 1.98190)  0.495
H (3.07167, -1.73456, 0.17605)  0.544
H (2.63842, -1.52152, -1.54362)  0.355
C (5.06643, -0.31701, 0.02560)  -1.740
H (5.09089, -1.21194, -0.59030)  0.379
H (4.85752, -0.59235, 1.05617)  0.392
H (6.05277, 0.13963, -0.01247)  0.466
H (4.26225, 0.90006, -1.54078)  0.240

Force components x, y, z for each atom (eV/Å):
C 0.01 -0.15 -0.30
H -0.06 0.12 0.00
H 0.10 0.10 -0.01
H -0.02 -0.03 0.13
C 0.22 0.21 0.16
N 0.12 -0.02 -0.02
C 0.14 0.06 0.19
C -0.86 0.09 -0.22
N 0.35 0.10 -0.30
C 1.12 0.27 0.29
N -1.15 -0.02 0.40
O 0.73 0.05 -0.43
C -0.58 -0.05 0.05
C 0.12 0.12 0.21
C -0.17 0.02 0.06
C 0.29 0.04 0.00
C -0.11 -0.05 -0.02
C 0.11 -0.08 -0.20
H 0.00 0.07 0.11
H -0.08 0.02 0.05
Cl -0.22 -0.04 -0.02
H -0.06 -0.05 -0.06
H 0.04 -0.05 -0.08
H 0.00 0.12 0.09
H 0.02 -0.09 -0.05
C 0.03 -0.06 0.13
C -0.08 -0.33 0.14
C 0.18 -0.08 -0.27
N 0.56 0.18 -0.07
N -0.65 -0.34 -0.49
C 0.21 -0.04 0.40
H -0.01 -0.03 -0.26
C -0.36 -0.07 0.35
H -0.04 0.03 -0.05
H 0.01 -0.02 -0.04
H 0.06 0.02 0.02
H 0.04 0.11 0.22
H 0.05 0.01 -0.19
H 0.04 -0.04 0.08
C -0.22 0.10 -0.25
H 0.03 -0.12 0.02
H -0.01 -0.07 0.15
H 0.06 0.02 0.01
H -0.01 -0.03 0.09

Computed properties:
HOMO energy in eV: -8.81
Kohn-Sham gap in eV: 9.35
LUMO level in eV: 0.55
SMILES: CC(C)N(Cc1cnn(C)c1)Cc1nc(-c2ccc(Cl)cc2)no1
Energy above the lowest of the compared OMol25 structures with the same formula, charge and spin in kJ/mol: 38.50

***

# C17H20CoF3N3O8S

C17H20CoF3N3O8S as an isolated structure (wB97M-V/def2-TZVPD, the OMol25 dataset).

Each line ends with the Löwdin spin population.
Positions of all 53 atoms, in Å:
Co (0.35355, -1.02193, 0.53568)  0.963
C (3.90538, 2.72807, 1.61806)  0.000
N (3.65123, 1.29806, 1.52120)  0.000
C (4.69189, 0.39146, 1.98485)  0.000
C (2.50159, 0.80987, 1.04348)  0.002
O (2.27466, -0.40286, 0.99466)  0.006
C (1.48540, 1.82762, 0.54813)  0.002
O (0.35606, 1.12783, 0.08645)  0.022
C (-0.88644, 1.76447, 0.29118)  0.002
C (-1.91220, 0.68436, 0.60348)  0.003
O (-1.65609, -0.50957, 0.40736)  0.008
N (-3.09658, 1.08956, 1.06936)  0.001
C (-4.07708, 0.10777, 1.50833)  0.000
C (-3.37572, 2.48129, 1.38876)  0.000
H (4.80690, 2.87269, 2.20755)  0.000
H (3.09312, 3.24608, 2.12753)  0.000
H (4.06512, 3.18048, 0.63709)  0.000
H (4.81903, 0.48320, 3.06487)  0.000
H (5.63476, 0.63306, 1.49358)  0.000
H (4.40882, -0.62717, 1.74348)  0.000
H (1.92323, 2.41741, -0.26439)  0.000
H (1.21728, 2.48900, 1.37428)  0.000
H (-1.18610, 2.29447, -0.62040)  0.000
H (-0.82512, 2.46163, 1.12546)  0.000
H (-3.66874, -0.88823, 1.37526)  0.000
H (-4.99534, 0.20458, 0.92749)  0.000
H (-4.30578, 0.26927, 2.56325)  0.000
H (-2.96382, 3.15088, 0.63698)  0.000
H (-2.97770, 2.75319, 2.36980)  0.000
H (-4.45483, 2.62127, 1.39264)  0.000
F (-0.69822, -2.49938, -3.69899)  0.000
C (-0.93257, -2.86090, -2.43729)  0.000
F (-1.91071, -2.09919, -1.95341)  0.000
F (-1.33275, -4.13107, -2.42252)  0.000
S (0.60455, -2.68528, -1.43808)  0.002
O (0.82535, -1.21215, -1.38252)  -0.009
O (1.57488, -3.45728, -2.13421)  0.001
O (0.21498, -3.08661, -0.08248)  0.014
O (-0.72126, 2.88840, 4.06495)  0.000
C (-0.51547, 1.69256, 4.02295)  0.000
N (-0.30282, 0.96220, 2.86405)  0.000
C (-0.10936, -0.30923, 3.20628)  -0.002
O (0.09704, -1.25415, 2.41143)  -0.014
C (-0.17982, -0.49800, 4.68951)  -0.001
C (-0.04234, -1.60568, 5.49630)  0.000
C (-0.16794, -1.40704, 6.87141)  0.000
C (-0.42062, -0.14379, 7.39558)  0.000
C (-0.55712, 0.96816, 6.56381)  0.000
C (-0.43136, 0.76003, 5.20872)  0.000
H (0.15513, -2.58421, 5.07901)  0.000
H (-0.06717, -2.24852, 7.54469)  0.000
H (-0.51267, -0.02565, 8.46764)  0.000
H (-0.75443, 1.95526, 6.96110)  0.000

Force components x, y, z for each atom (eV/Å):
Co 0.00 0.37 0.26
C 0.01 0.00 0.00
N 0.00 0.01 0.01
C 0.01 -0.01 0.01
C 0.00 -0.03 -0.03
O 0.05 -0.08 -0.05
C -0.06 -0.07 0.01
O 0.09 0.05 0.07
C -0.14 0.14 -0.14
C 0.00 0.13 0.08
O 0.07 -0.09 -0.08
N -0.03 -0.03 -0.09
C 0.02 0.01 -0.01
C -0.01 0.01 0.02
H 0.00 -0.01 0.00
H 0.00 0.00 -0.01
H -0.01 0.00 0.01
H 0.00 0.00 0.00
H 0.00 0.00 -0.01
H 0.00 0.00 0.00
H 0.01 0.02 0.02
H -0.02 0.01 0.02
H 0.02 -0.02 -0.04
H -0.05 -0.02 -0.07
H 0.00 0.00 -0.01
H 0.00 0.01 0.00
H 0.00 0.00 0.01
H 0.01 0.00 0.00
H 0.03 0.00 -0.01
H -0.01 -0.01 0.00
F 0.01 0.01 -0.01
C 0.02 0.01 0.01
F 0.00 -0.01 0.00
F -0.01 -0.02 -0.01
S -0.13 0.09 0.09
O -0.14 -0.24 -0.11
O 0.06 0.03 -0.01
O 0.11 -0.14 -0.10
O -0.07 0.03 -0.01
C 0.14 -0.07 0.00
N 0.12 -0.07 0.23
C -0.11 0.03 -0.03
O 0.06 -0.08 -0.02
C -0.02 0.00 0.00
C 0.01 -0.01 0.01
C 0.00 -0.01 0.00
C 0.00 0.01 0.00
C -0.01 0.00 0.00
C -0.03 0.00 0.00
H 0.00 0.00 0.00
H 0.00 0.00 0.00
H 0.00 0.00 0.00
H 0.00 0.00 0.01

Computed properties:
HOMO energy (alpha / beta) in eV: -9.17 / -9.10
Kohn-Sham gap (alpha / beta) in eV: 9.32 / 9.25
LUMO level (alpha / beta) in eV: 0.15 / 0.15
Spin multiplicity: 2
Expectation value of S²: 0.754